[1]
DFT (ωB97M-V with the def2-TZVPD basis set) results for an isolated molecule of C6H6O2.

Cartesian coordinates (Å):
C 0.4809 0.1414 0.9659
C 1.1100 0.9474 1.7592
C -0.7830 -0.6617 0.8334
C -1.0187 -0.7288 -0.7349
C 1.0337 0.5404 -0.3114
C 0.1242 0.0395 -1.4043
O 1.8694 1.6924 2.2796
O 0.0939 1.3586 -1.0913
H -0.6224 -1.6931 1.0793
H -1.7384 -0.2280 1.2666
H -1.1030 -1.7050 -1.2159
H -1.9562 -0.3174 -0.8466
H 2.0640 0.9000 -0.2762
H 0.4454 -0.2856 -2.3033

As for the energy above the lowest of the compared OMol25 structures with the same formula, charge and spin: 2.505 eV. As for the SMILES: O=C=C1CC[C@H]2O[C@@H]12.

[2]
DFT (ωB97M-V with the def2-TZVPD basis set) results for a cluster of 10 separate species, C31H64N6O16 in total.

Cartesian coordinates (Å):
C 4.1354 4.1963 0.6081
O 4.0021 2.8934 0.0416
H 4.3837 4.8170 -0.2552
H 3.1948 4.6051 0.9965
H 4.8840 4.2579 1.3969
H 4.2917 2.2628 0.7100
C -1.1134 -0.0858 0.1064
C 0.3890 -0.0794 0.2872
C 1.0203 0.9366 1.2420
O 1.7283 0.1580 2.1775
C 1.5671 -1.1414 1.9413
O 2.0260 -2.0271 2.5742
O 0.7819 -1.3386 0.8463
H -1.4981 0.8962 -0.1781
H -1.5798 -0.2437 1.0830
H -1.3508 -0.8676 -0.6091
H 0.8870 0.0728 -0.6759
H 0.1880 1.4916 1.6804
H 1.6586 1.6162 0.6811
C -1.8030 4.8115 4.8501
C -1.2608 3.6936 3.9875
C -0.0710 2.9505 4.6129
O -0.3543 1.5770 4.4573
C -1.5821 1.4370 3.9090
O -2.0235 0.4338 3.4646
O -2.2087 2.6359 3.8515
H -1.8781 4.6209 5.9206
H -2.7479 5.1495 4.4248
H -1.0878 5.6377 4.7710
H -1.0094 4.2312 3.0685
H 0.0913 3.1587 5.6740
H 0.8506 3.2182 4.0871
C 3.4658 -3.8313 5.7055
C 2.7304 -4.6248 4.6376
C 3.5810 -5.0656 3.4264
O 3.3802 -6.4823 3.3883
C 2.5134 -6.8683 4.3542
O 2.0800 -7.9664 4.4758
O 2.2981 -5.8555 5.2203
H 3.9273 -2.9385 5.2875
H 4.2401 -4.5006 6.0853
H 2.7796 -3.5738 6.5092
H 1.8406 -4.1268 4.2463
H 4.6264 -4.8117 3.5894
H 3.1683 -4.6118 2.5308
C -6.2306 -2.0694 0.4006
O -6.3787 -0.9105 0.7347
N -5.0185 -2.6346 0.2203
C -3.7754 -1.9269 0.4179
C -4.8359 -4.0408 -0.0780
H -7.0661 -2.7263 0.1278
H -2.9926 -2.5850 0.7963
H -3.8501 -1.1106 1.1360
H -3.4204 -1.5108 -0.5281
H -4.3555 -4.5647 0.7501
H -5.7930 -4.5499 -0.2225
H -4.2900 -4.1551 -1.0166
C -2.9496 2.9238 -1.3679
O -2.8752 2.6214 -2.5411
N -3.8590 2.5017 -0.4586
C -4.7599 1.3835 -0.6925
C -3.7114 2.9411 0.9091
H -2.2787 3.6085 -0.8364
H -4.8254 1.1490 -1.7481
H -5.7545 1.6172 -0.3038
H -4.4661 0.5619 -0.0433
H -4.6558 3.2243 1.3685
H -3.2363 2.1369 1.4847
H -2.9797 3.7421 1.0165
C 2.5732 1.0356 -4.8019
O 3.0040 2.1703 -4.9051
N 2.6990 0.2680 -3.7015
C 2.0656 -1.0302 -3.6172
C 3.3231 0.7928 -2.5009
H 2.0409 0.5808 -5.6498
H 1.2102 -0.9987 -2.9354
H 2.7594 -1.8238 -3.3415
H 1.6695 -1.2841 -4.6023
H 2.5932 0.7480 -1.6906
H 4.1691 0.1596 -2.2203
H 3.7164 1.7901 -2.6612
C 2.3047 -4.1035 -0.1070
O 3.4666 -4.4648 -0.1896
N 1.3938 -4.1827 -1.0966
C 0.0036 -3.8232 -0.9383
C 1.7726 -4.5920 -2.4441
H 1.8931 -3.6232 0.7925
H -0.2906 -2.8917 -1.4292
H -0.2841 -3.6175 0.0949
H -0.5683 -4.7018 -1.2398
H 2.7358 -5.0860 -2.5248
H 1.0836 -5.3786 -2.7638
H 1.6943 -3.6829 -3.0356
C -1.3525 -0.3682 -3.2564
O -1.3769 -1.3743 -2.5620
N -0.9414 -0.3575 -4.5484
C -0.9636 0.8834 -5.2863
C -0.5194 -1.5651 -5.2052
H -1.6550 0.6052 -2.8461
H -1.5716 0.7697 -6.1919
H 0.0179 1.2492 -5.5954
H -1.4868 1.6607 -4.7282
H -0.2202 -2.3300 -4.4895
H -1.3329 -1.9963 -5.7941
H 0.3482 -1.4131 -5.8495
C 0.4267 4.3339 -0.0924
O -0.2884 3.3745 0.1590
N 1.0568 4.5477 -1.2578
C 1.8698 5.7524 -1.3831
C 0.8361 3.7618 -2.4471
H 0.7258 5.0519 0.6872
H 2.7617 5.5349 -1.9676
H 2.1420 6.0902 -0.3876
H 1.3101 6.5523 -1.8742
H 1.7972 3.4425 -2.8610
H 0.2986 2.8410 -2.2293
H 0.3050 4.3478 -3.1990

Its total energy is -74886.13999 eV. As for the SMILES: C[C@H]1COC(=O)O1.C[C@H]1COC(=O)O1.C[C@H]1COC(=O)O1.CN(C)C=O.CN(C)C=O.CN(C)C=O.CN(C)C=O.CN(C)C=O.CN(C)C=O.CO.

[3]
DFT (ωB97M-V with the def2-TZVPD basis set) results for a cluster of 7 separate species, C23H62N2O7 in total.

Cartesian coordinates (Å):
C -0.6245 0.4267 1.7581
C -0.1046 -1.0032 1.9785
C -0.8302 -2.0981 1.1807
O -2.2458 -2.1378 1.4848
C -2.9445 -2.7374 0.3898
N 1.3449 -0.9547 1.7053
H -0.1380 1.1205 2.4246
H -1.6959 0.4246 2.1034
H -0.5412 0.7446 0.6928
H -0.2775 -1.2604 3.0457
H -0.4188 -3.0452 1.3037
H -0.7653 -1.8673 0.1093
H -2.7197 -2.2228 -0.5286
H -3.9600 -2.5562 0.6614
H -2.7676 -3.7922 0.2396
H 1.7802 -1.8862 1.9425
H 1.5330 -0.5770 0.7478
C -4.8425 1.1704 -2.9089
C -3.4970 1.8191 -2.5552
C -2.5376 1.9672 -3.7357
O -1.2205 2.3918 -3.3823
C -0.2380 1.4543 -3.1681
N -3.8635 3.1175 -1.9149
H -5.3127 1.8770 -3.6657
H -5.5447 1.2778 -2.0341
H -4.7777 0.1835 -3.3887
H -3.0887 1.2791 -1.7239
H -2.9802 2.7575 -4.3430
H -2.5808 1.0038 -4.2671
H 0.6572 2.0188 -3.0658
H -0.1419 0.6971 -3.9784
H -0.3794 0.8041 -2.2933
H -3.1040 3.4602 -1.2723
H -3.9136 3.8441 -2.6610
C 2.1976 2.3865 4.2591
C 3.4403 1.8234 3.5706
C 4.2353 0.8534 4.5150
O 3.0809 1.2786 2.2941
H 1.6747 3.0185 3.5428
H 2.4133 3.0380 5.1490
H 1.4914 1.6279 4.5468
H 4.0819 2.7273 3.3415
H 5.0536 0.3727 3.9501
H 3.6015 0.0864 4.8132
H 4.6267 1.3271 5.3812
H 2.4282 0.4955 2.4823
C 1.3852 -5.5238 4.9493
C 1.0864 -4.1506 4.3234
C 1.3835 -3.0833 5.3006
O 1.9765 -3.9182 3.1978
H 0.6445 -5.8099 5.6743
H 2.3713 -5.3485 5.4778
H 1.4797 -6.3020 4.2239
H -0.0163 -4.1724 4.0562
H 2.4081 -3.2187 5.6530
H 0.7011 -3.3797 6.1328
H 1.1972 -2.0533 4.9762
H 2.0351 -4.6780 2.6031
C 2.9044 -1.4084 -1.9747
C 3.4833 -0.5664 -0.8460
C 5.0237 -0.3790 -0.9664
O 2.7030 0.6624 -0.8047
H 2.6266 -0.7622 -2.7648
H 2.0284 -2.0554 -1.6245
H 3.6515 -2.0997 -2.4511
H 3.3397 -1.0629 0.1368
H 5.5556 -1.3527 -0.8551
H 5.4789 0.1656 -0.0419
H 5.3960 0.1300 -1.8250
H 2.9943 1.2327 -0.0545
C -2.6123 -4.0048 -4.0189
C -1.7737 -2.7995 -3.7382
C -0.4557 -2.7646 -4.5849
O -2.4302 -1.5534 -4.0025
H -2.0999 -4.8845 -3.6557
H -2.7842 -4.1452 -5.0691
H -3.6101 -3.9222 -3.6000
H -1.4883 -2.8144 -2.6583
H -0.7172 -2.8121 -5.6391
H 0.1200 -3.6894 -4.3806
H 0.1094 -1.7980 -4.3815
H -3.0261 -1.3495 -3.3087
C -0.5852 5.0290 -0.1652
C -1.4389 6.1332 -0.7376
C -1.5442 6.1092 -2.2571
O -2.7385 5.8212 -0.1580
H -0.6162 5.1234 0.9519
H 0.4446 5.0202 -0.5085
H -0.9913 4.0526 -0.4556
H -1.1558 7.1079 -0.3686
H -0.5844 6.2160 -2.7680
H -2.2505 6.8202 -2.6759
H -1.7718 5.0925 -2.5384
H -3.4213 6.4103 -0.5047

As for the energy above the lowest of the compared OMol25 structures with the same formula, charge and spin: 1.386 eV. As for the SMILES: COC[C@H](C)N.COC[C@H](C)N.CC(C)O.CC(C)O.CC(C)O.CC(C)O.CC(C)O.

[4]
DFT (ωB97M-V with the def2-TZVPD basis set) results for a cluster of 2 separate species, C34H36BF3O4S in total.

Cartesian coordinates (Å):
C 2.8436 -3.7031 5.4595
C 1.5108 -3.1383 5.1777
C 0.4902 -2.8356 6.0670
C -0.6144 -2.2226 5.4223
C -0.4013 -2.0116 4.0684
B -1.0796 0.6052 3.0820
C -1.3722 -1.6023 3.1082
C -2.7233 -1.7112 3.5600
C -3.5101 -2.6905 3.0103
C -3.0887 -3.3232 1.8388
C -4.0169 -4.2719 1.1414
F -4.2001 -3.9251 -0.1766
F -3.5275 -5.5455 1.1629
F -5.2538 -4.2908 1.7133
C -1.8469 -3.0534 1.2498
C -1.0473 -2.0853 1.7915
O -1.2050 0.8728 4.4455
C -0.0727 1.6980 4.7683
C -0.5083 3.1446 4.6858
C 0.3500 1.4361 6.2089
C 1.0082 1.3395 3.6296
C 1.5988 2.5261 2.8884
C 2.1902 0.5774 4.1832
O 0.2636 0.5651 2.6708
S 1.0853 -2.7305 3.5526
H 2.9346 -3.9025 6.5292
H 3.0213 -4.6278 4.8978
H 3.6127 -2.9754 5.1725
H 0.5131 -3.0672 7.1319
H -1.5815 -2.0224 5.8641
H -3.0398 -1.1608 4.4467
H -4.4768 -2.9109 3.4549
H -1.5453 -3.5650 0.3339
H -0.1428 -1.7400 1.2784
H 0.3541 3.8057 4.8159
H -1.0124 3.3872 3.7437
H -1.2144 3.3340 5.4987
H 1.1822 2.1195 6.4541
H -0.4860 1.6794 6.8830
H 0.6379 0.3880 6.3808
H 2.1056 3.1998 3.5897
H 2.3537 2.1504 2.1896
H 0.8513 3.0793 2.3091
H 2.7773 1.2879 4.7912
H 1.8930 -0.2849 4.7943
H 2.8174 0.2311 3.3528
C -7.6813 3.3549 4.8956
O -6.3886 3.8950 4.5296
C -5.5429 3.1749 3.7455
C -4.2646 3.7390 3.5273
C -3.3025 2.9891 2.8944
C -3.4635 1.6156 2.6506
C -2.2564 0.9129 2.0509
C -2.6063 0.3591 0.6743
C -1.9749 0.9961 -0.4056
C -2.3650 0.6983 -1.7031
C -3.4282 -0.2032 -1.9308
O -3.7155 -0.4326 -3.2408
C -2.7773 0.4129 -4.0287
C -1.8424 1.1284 -3.0278
C -4.0900 -0.8086 -0.8673
C -3.6482 -0.5375 0.4053
C -4.7691 1.1104 2.7271
C -5.8139 1.8855 3.2253
H -8.0205 4.0078 5.7039
H -8.3662 3.4257 4.0397
H -7.6399 2.3098 5.2380
H -4.0652 4.7585 3.8556
H -2.4158 3.4651 2.4752
H -1.6079 1.7617 1.7165
H -1.2205 1.7696 -0.2302
H -2.2273 -0.2505 -4.7169
H -3.3744 1.1263 -4.6254
H -1.8786 2.2157 -3.1755
H -0.8107 0.7737 -3.1652
H -4.9232 -1.4675 -1.0660
H -4.1275 -1.0574 1.2237
H -5.0077 0.1220 2.3455
H -6.8327 1.4932 3.2178

As for the energy above the lowest of the compared OMol25 structures with the same formula, charge and spin: 0.877 eV. As for the SMILES: COc1ccc([C@@H](B2OC(C)(C)C(C)(C)O2)c2ccc3c(c2)CCO3)cc1.Cc1ccc(-c2ccc(C(F)(F)F)cc2)s1.

[5]
DFT (ωB97M-V with the def2-TZVPD basis set) results for a structure of composition C27H15I2N5O2PbS2.

Cartesian coordinates (Å):
Pb 0.6876 0.8499 -0.0486
S 1.2603 3.1003 1.4443
C 0.3908 2.8828 2.9097
C 0.4914 4.0294 3.7355
N 0.6371 4.9833 4.3522
C -0.3361 1.8154 3.3688
S -0.3245 0.2295 2.5386
C -1.0038 1.8119 4.5986
N -1.5607 1.7564 5.6022
I 0.2865 0.7295 -5.4953
C -0.9313 1.8646 -4.2022
C -1.9496 2.6660 -4.6837
C -2.7609 3.3475 -3.8058
I -4.2677 4.6102 -4.6060
C -2.6208 3.1819 -2.4162
C -3.4578 3.7692 -1.4471
C -3.2662 3.4985 -0.1190
C -2.2296 2.6395 0.2548
N -1.4117 2.0937 -0.6169
C -1.5674 2.3476 -1.9352
C -0.6364 1.7259 -2.8408
O 0.3748 1.0635 -2.4336
H -2.0888 2.7663 -5.7495
H -4.2560 4.4283 -1.7566
H -3.9076 3.9220 0.6360
H -2.0732 2.4110 1.2976
C 3.5385 -1.7047 3.0626
C 2.6784 -0.7977 2.4371
N 2.0951 -1.0387 1.2862
C 2.3333 -2.1979 0.6561
C 3.2614 -3.1398 1.1582
C 3.8536 -2.8672 2.4028
C 3.5778 -4.3000 0.3955
C 3.0110 -4.5119 -0.8154
C 2.0268 -3.6205 -1.3278
C 1.3918 -3.8289 -2.5644
C 0.4190 -2.9520 -2.9740
C 0.0803 -1.8879 -2.1337
N 0.6739 -1.6581 -0.9862
C 1.6531 -2.4799 -0.5799
H 3.9586 -1.4737 4.0285
H 2.4678 0.1611 2.8914
H 4.5619 -3.5686 2.8190
H 4.3056 -4.9927 0.7904
H 3.2823 -5.3701 -1.4119
H 1.6788 -4.6716 -3.1772
H -0.0837 -3.0692 -3.9188
H -0.6891 -1.1864 -2.4142
C -2.1310 -1.6242 1.7669
C -2.0740 -0.2748 2.4015
O -2.9616 0.4048 2.7991
H -3.1558 -1.9875 1.7426
H -1.5004 -2.3111 2.3274
H -1.7344 -1.5738 0.7540

As for the energy above the lowest of the compared OMol25 structures with the same formula, charge and spin: 0.486 eV.

[6]
DFT (ωB97M-V with the def2-TZVPD basis set) results for a structure of composition C33H32Ge2N3NiS7.

Cartesian coordinates (Å):
Ni 0.2941 0.6740 0.0909
C 3.9542 -0.2392 2.3154
C 2.9226 -0.2811 1.3690
N 1.8642 0.4992 1.4290
C 1.7801 1.3829 2.4446
C 2.7414 1.4831 3.4518
C 3.8590 0.6373 3.3635
C 2.5573 2.4431 4.5039
C 1.4850 3.2618 4.5185
C 0.4975 3.2026 3.4766
C -0.6291 4.0406 3.4252
C -1.5147 3.9141 2.3853
C -1.2721 2.9509 1.3968
N -0.2257 2.1510 1.4272
C 0.6473 2.2692 2.4481
H 4.8073 -0.8929 2.2012
H 2.9653 -0.9743 0.5369
H 4.6358 0.6943 4.1164
H 3.3071 2.5030 5.2832
H 1.3554 3.9887 5.3109
H -0.7841 4.7788 4.2027
H -2.3887 4.5456 2.3100
H -1.9434 2.8238 0.5545
S -2.3121 -2.6692 -5.7329
C -1.6855 -1.9164 -4.4208
S -0.7631 -2.7195 -3.1994
C -0.5185 -1.3324 -2.1634
C -1.0128 -0.1437 -2.5728
S -0.8742 1.3849 -1.7703
S -1.8815 -0.2234 -4.0932
S 0.4503 -1.5004 -0.7097
C -3.7839 0.0864 0.2138
Ge -3.3702 -1.8210 0.3065
C -3.9321 -2.7292 -1.3291
C -4.3205 -2.6157 1.8324
Ge -1.0405 -2.3453 0.7995
C -0.4898 -1.6571 2.5476
C -1.1839 -0.5982 3.1311
C -0.7897 -0.0732 4.3543
C 0.3179 -0.5972 5.0064
C 1.0173 -1.6549 4.4403
C 0.6087 -2.1857 3.2245
C -0.7251 -4.2717 0.8216
C -0.0671 -4.9621 -0.1904
C 0.0558 -6.3452 -0.1391
C -0.4804 -7.0514 0.9268
C -1.1352 -6.3742 1.9476
C -1.2561 -4.9937 1.8938
H -4.8695 0.2001 0.1934
H -3.3563 0.5352 -0.6820
H -3.3938 0.6301 1.0747
H -5.0216 -2.7820 -1.3593
H -3.5335 -3.7433 -1.3637
H -3.5918 -2.1932 -2.2146
H -5.3819 -2.3718 1.7626
H -3.9416 -2.2372 2.7825
H -4.2185 -3.7017 1.8221
H -2.0373 -0.1661 2.6196
H -1.3402 0.7496 4.7949
H 0.6331 -0.1839 5.9565
H 1.8792 -2.0684 4.9492
H 1.1537 -3.0209 2.7972
H 0.3645 -4.4195 -1.0239
H 0.5699 -6.8694 -0.9347
H -0.3868 -8.1291 0.9646
H -1.5488 -6.9225 2.7846
H -1.7597 -4.4730 2.7031
S 3.4417 3.2940 0.1246
C 3.4933 2.2213 -1.1265
N 2.5108 1.9529 -1.9912
C 2.6709 0.7863 -2.8440
C 4.1722 0.6550 -3.0582
S 4.8996 1.2256 -1.4912
H 1.5744 2.2912 -1.7974
H 2.1341 0.9299 -3.7805
H 2.2692 -0.1022 -2.3448
H 4.5203 1.3000 -3.8637
H 4.4713 -0.3705 -3.2598

As for the energy above the lowest of the compared OMol25 structures with the same formula, charge and spin: 0.000 eV. As for the expectation value of S²: 0.76. The spin multiplicity is 2.

[7]
DFT (ωB97M-V with the def2-TZVPD basis set) results for an isolated molecule of C3H4O3S.

Cartesian coordinates (Å):
C 0.0180 -0.0224 -0.2770
C 1.2425 0.4362 -0.6538
C -1.3011 -0.6326 -0.8236
O 0.6222 -0.8116 2.3208
O 0.0350 1.5297 1.9550
O 1.9215 0.7203 0.4659
S 0.5046 0.2815 1.3924
H 1.6929 0.7335 -1.5734
H -2.1120 0.0406 -0.4441
H -1.3474 -1.6228 -0.4277
H -1.2760 -0.6525 -1.9346

As for the energy above the lowest of the compared OMol25 structures with the same formula, charge and spin: 3.367 eV.

[8]
DFT (ωB97M-V with the def2-TZVPD basis set) results for a structure of composition C3H8MnO2.

Cartesian coordinates (Å):
C -0.8756 -1.4972 -0.4645
C -0.5299 -0.1494 -1.0602
O 0.3648 0.5212 -0.1221
C 0.5269 1.9041 -0.3116
Mn 0.1664 -1.1430 1.3187
H -1.9634 -1.6091 -0.3420
H -0.4668 -2.3205 -1.0698
H -1.4095 0.5009 -1.1994
H 0.0295 -0.2070 -2.0082
H 1.4996 2.2126 0.0974
H 0.4691 2.1534 -1.3831
O 0.8184 -1.2010 3.0138
H 1.6378 -1.6007 3.3026
H -0.2672 2.4358 0.2283

Its total energy is -38654.59630 eV. As for the expectation value of S²: 8.76. The spin multiplicity is 6.

Values for max |F|, eV/A, ordered as above
3.99; 1.65; 2.97; 2.87; 1.39; 0.15; 2.64; 0.95